1.
DFT (ωB97M-V/def2-TZVPD) results for a molecular structure, C45H56N10PRbS3.

Geometry as XYZ:
```
116
Properties=species:S:1:pos:R:3
Rb -0.58425 0.47748 0.65236
C -0.04925 4.25838 2.35896
C 1.41475 3.78378 2.50356
C 2.05325 3.59598 1.15616
C 2.69455 4.65308 0.51256
C 3.21375 4.45198 -0.75494
C 3.07055 3.20528 -1.34184
C 2.43645 2.20858 -0.61624
N 1.94895 2.39368 0.60136
N -1.01055 3.19438 2.59126
C -2.30945 3.49208 2.00186
C -2.32625 3.64788 0.50156
C -3.44725 4.22238 -0.09654
C -3.47325 4.36218 -1.47254
C -2.37425 3.94028 -2.20514
C -1.32045 3.35698 -1.52204
N -1.29335 3.21218 -0.20574
C -1.17015 2.91728 4.01156
C -0.17175 1.95738 4.60086
C 0.45645 2.23828 5.81416
C 1.22215 1.25458 6.41356
C 1.36725 0.03748 5.76856
C 0.75145 -0.12682 4.53636
N -0.00005 0.80138 3.97206
H -0.19315 4.61828 1.34006
H -0.23035 5.10708 3.04556
H 1.42995 2.83318 3.03166
H 1.98175 4.51598 3.08126
H 2.78795 5.61508 0.99426
H 3.71655 5.25338 -1.27664
H 3.44245 3.00788 -2.33424
H 2.32155 1.21598 -1.03524
H -2.74035 4.41228 2.44176
H -2.98645 2.66298 2.24016
H -4.28025 4.54578 0.51256
H -4.33405 4.79068 -1.96494
H -2.33875 4.04568 -3.27914
H -0.45235 2.98858 -2.05444
H -2.14295 2.43408 4.15466
H -1.16655 3.84928 4.60666
H 0.33245 3.20058 6.28876
H 1.69735 1.43108 7.36826
H 1.93465 -0.76612 6.21456
H 0.86305 -1.03822 3.96696
S 0.32115 0.38838 -3.56434
P -1.60195 -0.06322 -3.61644
S -2.72325 0.10728 -1.99434
C -2.37295 0.91718 -4.97274
C -3.41545 1.78858 -4.69934
C -3.95245 2.56158 -5.71394
C -3.44225 2.47378 -6.99784
C -2.39585 1.60658 -7.27084
C -1.86255 0.82768 -6.26244
C -1.83915 -1.74862 -4.33834
C -3.08245 -2.36302 -4.25254
C -3.28655 -3.59142 -4.85494
C -2.25595 -4.20662 -5.54794
C -1.01795 -3.59192 -5.63724
C -0.81055 -2.36622 -5.03204
H -3.79655 1.85378 -3.68874
H -4.76845 3.23948 -5.50684
H -3.85665 3.08278 -7.78814
H -1.99075 1.54588 -8.27154
H -1.03265 0.16528 -6.46724
H -3.87845 -1.86802 -3.71264
H -4.25495 -4.06802 -4.79614
H -2.41635 -5.16682 -6.02324
H -0.21815 -4.06132 -6.19284
H 0.14695 -1.86562 -5.09984
S -3.78975 -0.76322 2.34006
C -3.32845 -2.09122 1.45256
N -2.74965 -3.14052 2.06956
C -2.25375 -4.28702 1.34966
C -1.81305 -3.84342 -0.03904
C -2.98935 -3.16602 -0.72924
N -3.60915 -2.19192 0.14726
H -2.51665 -3.01702 3.04056
H -3.04615 -5.04052 1.25516
H -1.41855 -4.72272 1.90076
H -1.47705 -4.70202 -0.62014
H -0.99095 -3.13232 0.05396
H -3.73995 -3.91142 -1.02144
H -2.64895 -2.64532 -1.62924
H -3.92345 -1.34002 -0.30414
C 1.45465 -4.29002 -2.70214
C 1.89725 -2.83182 -2.58424
C 1.16465 -2.14812 -1.55634
N 0.57375 -1.64472 -0.71844
H 1.95695 -4.76622 -3.53984
H 0.38165 -4.34742 -2.87144
H 1.70425 -4.83112 -1.79264
H 1.72135 -2.30092 -3.52144
H 2.96025 -2.76452 -2.34534
C 5.29565 0.08408 3.32956
C 3.96795 0.79868 3.11276
N 3.14895 -0.04352 2.28196
C 3.02585 -1.38772 2.49456
N 1.98175 -1.95902 2.02176
C 1.85965 -3.39322 2.08056
C 3.21125 -4.08912 2.23626
C 3.95095 -3.43312 3.39586
N 4.08365 -2.01972 3.11876
C 5.01325 -1.28082 3.94026
H 5.95095 0.65348 3.98706
H 5.78135 -0.04672 2.36306
H 4.11085 1.74998 2.59426
H 3.48755 1.01218 4.08316
H 2.32195 0.37268 1.87226
H 1.36665 -3.70942 1.15636
H 1.19775 -3.66702 2.91676
H 3.79305 -3.94212 1.32496
H 3.08585 -5.15752 2.41366
H 4.95445 -3.86272 3.51356
H 3.39975 -3.60542 4.33566
H 5.94005 -1.86182 4.01156
H 4.61325 -1.15002 4.95916
```

As for the energy above the lowest of the compared OMol25 structures with the same formula, charge and spin: 0.00 kJ/mol. The calculation puts the total energy at -3856.102001 hartree. The HOMO-LUMO gap comes out at 7.500 eV. The calculation puts the HOMO energy at -0.2661 Ha. The calculation puts the LUMO energy at 0.3 eV.

Atomic partial charges in e from the Mulliken method, atoms 1 to 6: number 1, Rb, carries 0.263; number 2, C, carries -1.137; number 3, C, carries 1.019; number 4, C, carries -0.279; number 5, C, carries -0.828; number 6, C, carries -0.564

=====

2.
DFT (ωB97M-V/def2-TZVPD) results for a molecular structure, C26H25F3N7NaO3S.

Geometry as XYZ:
```
66
Properties=species:S:1:pos:R:3
Na -0.26418 -0.19995 0.31585
F 0.25550 1.72884 7.27272
C -0.78902 1.01635 6.83405
F -1.88665 1.77454 6.96273
F -0.93534 -0.03432 7.66514
C -0.60115 0.55138 5.41310
C 0.65519 0.52095 4.83631
C 0.75677 0.06732 3.53065
N -0.28732 -0.32915 2.80510
C -1.49029 -0.29840 3.38276
C -1.69764 0.12814 4.68168
H 1.53182 0.86146 5.36818
H 1.72388 0.03918 3.04351
H -2.32340 -0.61386 2.76659
H -2.69395 0.15424 5.09971
O 1.54099 -1.09388 -0.63642
S 2.85776 -0.72106 -1.26822
C 2.86568 1.10249 -1.42556
C 3.86822 1.68221 -0.42727
C 3.94101 0.69403 0.73070
C 4.07486 -0.67085 0.07404
H 1.84058 1.39102 -1.18468
H 3.07776 1.35832 -2.46316
H 3.53866 2.66572 -0.09601
H 4.85084 1.78465 -0.89369
H 3.01584 0.75023 1.30634
H 4.76909 0.90236 1.40794
H 3.87440 -1.53289 0.70845
H 5.05352 -0.79508 -0.39708
C -0.20205 2.81548 -3.13404
C -1.07448 1.60759 -3.32750
C -0.55479 0.32139 -3.21422
C -1.36742 -0.79617 -3.31697
C -2.72641 -0.64954 -3.56660
N -3.53971 -1.81186 -3.63062
C -4.83852 -1.99143 -3.21475
O -5.54110 -2.85829 -3.69859
N -5.34181 -1.15858 -2.22804
C -4.65976 -0.41506 -1.24605
C -5.19507 0.77906 -0.78304
C -4.48366 1.52165 0.14118
C -3.24150 1.06668 0.55340
N -2.73451 -0.09567 0.13485
C -3.44215 -0.82873 -0.72018
C -3.25145 0.62426 -3.73526
C -2.43359 1.73482 -3.59643
H 0.79116 2.65537 -3.55604
H -0.08428 3.02179 -2.06762
H -0.63459 3.69546 -3.60916
H 0.50298 0.18474 -3.02398
H -0.95020 -1.78783 -3.18450
H -3.26502 -2.53196 -4.28042
H -6.32870 -1.31298 -2.09361
H -6.14639 1.12753 -1.16715
H -4.86632 2.45977 0.51797
H -2.63053 1.64858 1.23279
H -3.01474 -1.77448 -1.03089
H -4.30398 0.74544 -3.95732
H -2.86166 2.72404 -3.70813
O -0.07232 2.05029 0.22623
N 0.95634 2.39172 0.89641
C 0.74945 2.92966 2.08143
C -0.56712 3.07684 2.62157
N -1.63456 3.14691 3.04690
C 1.89786 3.21157 2.87979
N 2.81054 3.42040 3.55013
```

As for the energy above the lowest of the compared OMol25 structures with the same formula, charge and spin: 0.00 kJ/mol. The calculation puts the total energy at -2474.923933 hartree. The HOMO-LUMO gap comes out at 8.796 eV. The calculation puts the HOMO energy at -0.3200 Ha. The calculation puts the LUMO energy at 0.1 eV.

Atomic partial charges in e from the natural (NBO) method, atoms 1 to 6: number 1, Na, carries 0.912; number 2, F, carries -0.313; number 3, C, carries 0.970; number 4, F, carries -0.314; number 5, F, carries -0.321; number 6, C, carries -0.089

=====

3.
DFT (ωB97M-V/def2-TZVPD) results for C5H10O2 in the gas phase.

Geometry as XYZ:
```
17
Properties=species:S:1:pos:R:3
C -2.26884 0.44740 -0.12368
C -1.23368 -0.67848 -0.20521
O -0.75496 -0.87130 1.11222
C 0.43281 -0.11306 1.16258
C 1.03606 -0.45196 -0.18700
C 2.15406 0.43409 -0.67826
O -0.11997 -0.30801 -1.01091
H -2.06173 1.03885 0.78081
H -2.20609 1.11499 -0.98234
H -3.28341 0.05700 -0.00978
H -1.57587 -1.66451 -0.55436
H 0.23725 0.97430 1.21233
H 0.98231 -0.43559 2.04341
H 1.34938 -1.50769 -0.16678
H 2.52993 0.08703 -1.64478
H 2.98130 0.41319 0.03967
H 1.80144 1.46376 -0.78795
```

The SMILES is C[C@@H]1OC[C@H](C)O1. As for the energy above the lowest of the compared OMol25 structures with the same formula, charge and spin: 142.71 kJ/mol. The calculation puts the total energy at -346.971079 hartree. The HOMO-LUMO gap comes out at 10.871 eV. The calculation puts the HOMO energy at -0.3590 Ha. The calculation puts the LUMO energy at 1.1 eV.

Atomic partial charges in e from the natural (NBO) method, atoms 1 to 6: number 1, C, carries -0.654; number 2, C, carries 0.366; number 3, O, carries -0.526; number 4, C, carries -0.100; number 5, C, carries 0.069; number 6, C, carries -0.623

=====

4.
DFT (ωB97M-V/def2-TZVPD) results for C2H4Si in the gas phase.

Geometry as XYZ:
```
7
Properties=species:S:1:pos:R:3
C 1.99410 0.20687 -0.01999
C 0.80514 0.15587 -0.05802
Si -1.00405 0.02914 0.10174
H 3.02641 -0.10678 0.12814
H -1.92602 1.25793 -0.05012
H -1.56911 -0.90974 1.12119
H -1.32646 -0.63329 -1.22295
```

The SMILES is C#C[SiH3]. As for the energy above the lowest of the compared OMol25 structures with the same formula, charge and spin: 18.35 kJ/mol. The calculation puts the total energy at -367.995796 hartree. The HOMO-LUMO gap comes out at 11.516 eV. The calculation puts the HOMO energy at -0.3856 Ha. The calculation puts the LUMO energy at 1.0 eV.

Atomic partial charges in e from the natural (NBO) method, atoms 1 to 6: number 1, C, carries -0.165; number 2, C, carries -0.477; number 3, Si, carries 0.808; number 4, H, carries 0.243; number 5, H, carries -0.124; number 6, H, carries -0.129

=====

> Which formula does entry 2 have?

C26H25F3N7NaO3S

=====

> What is the HOMO-LUMO gap in the second record?

8.796 eV